The following is a DFT calculation (ωB97M-V with the def2-TZVPD basis set) of the molecule C4H10N2O.

Structure (ORCA input):
```
! wB97M-V def2-TZVPD RIJCOSX def2/J DEFGRID3
* xyz 0 1
C 1.010 1.490 -0.565
C 0.689 0.005 -0.832
N 1.947 -0.711 -0.741
C -0.216 -0.586 0.225
N -1.616 -0.090 0.247
C -2.347 -0.363 1.353
O -1.818 -0.711 2.439
H 1.823 1.625 0.177
H 1.426 1.975 -1.453
H 0.117 2.066 -0.224
H 0.137 -0.077 -1.818
H 1.853 -1.728 -0.887
H 2.421 -0.524 0.131
H -0.324 -1.707 0.169
H 0.355 -0.412 1.195
H -1.998 0.084 -0.641
H -3.459 -0.336 1.225
*
```

Values from the calculation:
- LUMO level (eV) = 0.85
- SMILES = C[C@@H](N)CNC=O
- Kohn-Sham gap (Eh) = 0.38020
- energy (eV) = -9337.6018



The following is a DFT calculation (ωB97M-V with the def2-TZVPD basis set) of the molecule C4H10N2O.

Structure (ORCA input):
```
! wB97M-V def2-TZVPD RIJCOSX def2/J DEFGRID3
* xyz 0 1
C -0.768 1.888 0.869
C 0.647 1.580 0.427
O 1.588 2.219 0.864
N 0.879 0.571 -0.467
C -0.019 -0.379 -1.085
C -0.560 -1.442 -0.142
N 0.433 -2.327 0.468
H -0.707 2.744 1.526
H -1.231 0.981 1.248
H -1.369 2.136 -0.015
H 1.865 0.517 -0.676
H 0.504 -0.830 -1.924
H -0.882 0.129 -1.536
H -1.301 -2.049 -0.665
H -1.104 -0.970 0.637
H 1.262 -1.787 0.708
H 0.764 -2.982 -0.236
*
```

Values from the calculation:
- LUMO level (eV) = 0.81
- SMILES = CC(=O)NCCN
- Kohn-Sham gap (Eh) = 0.37653
- energy (eV) = -9338.1302



The following is a DFT calculation (ωB97M-V with the def2-TZVPD basis set) of the molecule C4H10N2O.

Structure (ORCA input):
```
! wB97M-V def2-TZVPD RIJCOSX def2/J DEFGRID3
* xyz 0 1
C 0.309 0.846 -1.617
C -0.697 0.165 -0.525
N -1.960 0.943 -0.488
C -0.142 0.247 0.914
N 1.314 -0.402 0.878
C 1.351 -1.717 1.301
O 0.339 -2.380 1.327
H 0.730 1.661 -1.100
H -0.367 1.165 -2.386
H 1.069 0.061 -1.905
H -0.966 -0.869 -0.798
H -2.416 0.529 -1.293
H -2.471 0.705 0.335
H -0.758 -0.149 1.739
H 0.202 1.352 1.117
H 2.134 0.125 1.197
H 2.327 -2.281 1.304
*
```

Values from the calculation:
- LUMO level (eV) = 0.93
- SMILES = C[C@H](N)CNC=O
- Kohn-Sham gap (Eh) = 0.38503
- energy (eV) = -9336.9859



The following is a DFT calculation (ωB97M-V with the def2-TZVPD basis set) of the molecule C4H10N2O.

Structure (ORCA input):
```
! wB97M-V def2-TZVPD RIJCOSX def2/J DEFGRID3
* xyz 0 1
C -0.291 0.160 2.696
N -0.643 -0.337 1.335
C 0.039 0.364 0.380
O 0.734 1.298 0.771
N -0.041 0.099 -0.977
C 0.946 0.854 -1.737
C -0.554 -1.103 -1.600
H 0.659 -0.269 3.042
H -0.105 1.245 2.715
H -1.103 -0.039 3.388
H -1.145 -1.197 1.119
H 1.891 0.301 -1.840
H 1.156 1.762 -1.176
H 0.555 1.110 -2.724
H -1.565 -1.339 -1.255
H -0.623 -0.925 -2.680
H 0.090 -1.983 -1.456
*
```

Values from the calculation:
- LUMO level (eV) = 0.85
- SMILES = CNC(=O)N(C)C
- Kohn-Sham gap (Eh) = 0.35925
- energy (eV) = -9337.8232



The following is a DFT calculation (ωB97M-V with the def2-TZVPD basis set) of a cluster of 2 separate species, C4H10N2O in total.

Structure (ORCA input):
```
! wB97M-V def2-TZVPD RIJCOSX def2/J DEFGRID3
* xyz 0 1
H 1.818 1.815 -1.022
N 2.235 0.962 -0.630
C 1.509 0.502 0.326
C 2.000 -0.607 1.203
H 0.349 0.889 0.453
H 2.829 -1.141 0.733
H 1.188 -1.312 1.399
H 2.319 -0.203 2.169
C -2.422 0.029 0.206
N -1.258 0.444 -0.559
C -0.519 -0.572 -1.259
O -0.670 -1.768 -1.097
H -3.233 -0.237 -0.474
H -2.732 0.857 0.845
H -2.173 -0.845 0.811
H -1.361 1.319 -1.062
H 0.121 -0.131 -2.038
*
```

Values from the calculation:
- LUMO level (eV) = 0.69
- SMILES = [H]/N=C/C.CNC=O
- Kohn-Sham gap (Eh) = 0.36508
- energy (eV) = -9336.6079



The following is a DFT calculation (ωB97M-V with the def2-TZVPD basis set) of the molecule C4H10N2O.

Structure (ORCA input):
```
! wB97M-V def2-TZVPD RIJCOSX def2/J DEFGRID3
* xyz 0 1
C -1.790 -0.576 -2.015
N -0.345 -0.475 -1.655
C 0.101 -0.967 -0.367
C -0.135 0.096 0.639
O -1.249 0.359 1.036
N 0.876 0.845 1.246
C 2.362 0.693 1.342
H -2.419 -0.579 -1.025
H -1.881 -1.581 -2.486
H -2.051 0.278 -2.872
H 0.098 0.286 -1.826
H -0.592 -1.665 -0.012
H 1.164 -1.263 -0.513
H 0.569 1.737 1.658
H 2.858 1.049 0.313
H 2.645 1.213 2.265
H 2.665 -0.413 1.479
*
```

Values from the calculation:
- LUMO level (eV) = 0.85
- SMILES = CNCC(=O)NC
- Kohn-Sham gap (Eh) = 0.34116
- energy (eV) = -9335.9158



The following is a DFT calculation (ωB97M-V with the def2-TZVPD basis set) of the molecule C4H10N2O.

Structure (ORCA input):
```
! wB97M-V def2-TZVPD RIJCOSX def2/J DEFGRID3
* xyz 0 1
C 0.968 0.269 -1.145
C -0.358 0.004 -0.428
C -0.214 -1.026 0.684
N 0.250 -2.350 0.275
N -1.020 1.199 0.102
C -0.450 1.992 1.046
O 0.685 1.892 1.451
H 1.199 -0.580 -1.798
H 1.785 0.276 -0.429
H 0.958 1.207 -1.695
H -1.061 -0.375 -1.173
H 0.494 -0.650 1.425
H -1.171 -1.140 1.185
H -0.306 -2.711 -0.495
H 1.204 -2.307 -0.086
H -1.819 1.557 -0.392
H -1.145 2.743 1.471
*
```

Values from the calculation:
- LUMO level (eV) = 0.77
- SMILES = C[C@@H](CN)NC=O
- Kohn-Sham gap (Eh) = 0.37023
- energy (eV) = -9338.0239



The following is a DFT calculation (ωB97M-V with the def2-TZVPD basis set) of the molecule C4H10N2O.

Structure (ORCA input):
```
! wB97M-V def2-TZVPD RIJCOSX def2/J DEFGRID3
* xyz 0 1
C 1.361 1.754 -0.087
C 0.864 1.047 1.155
C -0.434 0.269 0.995
N -0.236 -0.878 0.107
C -1.273 -1.253 -0.694
N -1.014 -2.490 -1.371
O -2.341 -0.683 -0.766
H 1.262 1.117 -0.969
H 2.408 2.061 -0.023
H 0.865 2.697 -0.295
H 1.636 0.409 1.600
H 0.708 1.768 1.960
H -1.239 0.844 0.561
H -0.720 -0.127 1.962
H 0.548 -1.473 -0.111
H -0.496 -2.297 -2.229
H -1.899 -2.767 -1.795
*
```

Values from the calculation:
- LUMO level (eV) = 0.90
- SMILES = CCCNC(N)=O
- Kohn-Sham gap (Eh) = 0.38778
- energy (eV) = -9338.3857



The following is a DFT calculation (ωB97M-V with the def2-TZVPD basis set) of a structure of composition C4H10N2O.

Structure (ORCA input):
```
! wB97M-V def2-TZVPD RIJCOSX def2/J DEFGRID3
* xyz 0 1
C 1.143 -0.122 0.181
C -0.727 -0.246 -0.293
C -2.490 -0.311 -0.020
C 1.475 1.282 -0.021
N 0.008 -0.526 0.918
N 1.920 -1.162 -0.348
O -1.150 1.044 -0.591
H -0.246 0.141 1.642
H -0.602 -0.978 -1.087
H 2.845 -0.886 -0.640
H 1.900 -2.006 0.208
H -2.471 -1.237 0.555
H -2.924 0.475 0.584
H -2.978 -0.452 -0.975
H 1.578 1.842 0.912
H 2.392 1.426 -0.586
H 0.326 1.716 -0.439
*
```

Values from the calculation:
- LUMO level (spin up / spin down) (eV) = 0.47 / 0.39
- Kohn-Sham gap (spin up / spin down) (Eh) = 0.26921 / 0.25695
- energy (eV) = -9332.6103



The following is a DFT calculation (ωB97M-V with the def2-TZVPD basis set) of a cluster of 2 separate species, C4H10N2O in total.

Structure (ORCA input):
```
! wB97M-V def2-TZVPD RIJCOSX def2/J DEFGRID3
* xyz 0 1
H 1.236 -1.582 0.999
N 1.180 -0.613 1.554
C 1.625 0.053 0.605
C 1.913 1.501 0.455
O 1.824 -0.812 -0.554
H 1.283 1.931 -0.324
H 1.725 1.993 1.405
H 2.956 1.639 0.173
H 1.569 -0.320 -1.354
H -1.016 -0.803 -2.070
N -0.787 0.008 -1.492
C -1.497 0.116 -0.458
C -2.483 -0.855 0.104
H -1.334 0.998 0.160
H -3.425 -0.345 0.306
H -2.646 -1.689 -0.578
H -2.124 -1.221 1.069
*
```

Values from the calculation:
- LUMO level (eV) = 1.00
- SMILES = [H]/N=C(/C)O.[H]/N=C\C
- Kohn-Sham gap (Eh) = 0.40205
- energy (eV) = -9336.6518



The following is a DFT calculation (ωB97M-V with the def2-TZVPD basis set) of the molecule C4H10N2O.

Structure (ORCA input):
```
! wB97M-V def2-TZVPD RIJCOSX def2/J DEFGRID3
* xyz 0 1
C -1.380 -0.537 1.081
C 0.158 -0.274 0.690
N 1.083 -0.226 1.790
C 0.226 1.033 -0.303
N -0.149 0.619 -1.732
C 0.596 -0.433 -2.291
O 1.547 -1.061 -1.829
H -1.620 0.362 1.714
H -1.424 -1.433 1.716
H -2.018 -0.462 0.188
H 0.564 -1.100 -0.023
H 1.889 0.432 1.779
H 0.574 0.091 2.618
H 1.240 1.522 -0.264
H -0.458 1.877 -0.128
H -1.176 0.358 -1.745
H 0.347 -0.766 -3.262
*
```

Values from the calculation:
- LUMO level (eV) = 0.84
- SMILES = C[C@H](N)CNC=O
- Kohn-Sham gap (Eh) = 0.35859
- energy (eV) = -9336.7130



The following is a DFT calculation (ωB97M-V with the def2-TZVPD basis set) of the molecule C4H10N2O.

Structure (ORCA input):
```
! wB97M-V def2-TZVPD RIJCOSX def2/J DEFGRID3
* xyz 0 1
C -0.621 -0.838 0.415
C 0.148 1.301 0.931
C 0.679 -1.366 -0.004
N -1.757 -1.557 0.296
C 0.242 1.405 -0.614
O -0.735 0.181 1.276
N 1.549 1.183 -1.031
H -0.488 0.535 -0.902
H -1.761 -2.398 -0.254
H -2.637 -1.098 0.467
H 1.648 1.484 -2.000
H 1.145 1.102 1.324
H -0.290 2.162 1.431
H -0.274 2.291 -1.018
H 0.579 -2.295 -0.562
H 1.248 -0.576 -0.619
H 1.326 -1.518 0.865
*
```

Values from the calculation:
- LUMO level (eV) = 0.58
- Kohn-Sham gap (Eh) = 0.26062
- energy (eV) = -9334.5572



The following is a DFT calculation (ωB97M-V with the def2-TZVPD basis set) of a structure of composition C4H10N2O.

Structure (ORCA input):
```
! wB97M-V def2-TZVPD RIJCOSX def2/J DEFGRID3
* xyz 0 1
C -0.324 -1.094 -2.106
C 0.135 0.064 2.142
N -0.485 0.216 -1.545
C -0.597 0.435 -0.269
N -1.057 1.686 0.116
C 0.167 -0.339 0.697
O 1.692 -0.027 -0.287
H 2.601 -0.179 0.013
H -0.472 2.193 0.762
H -1.290 2.257 -0.685
H 0.122 -1.411 0.515
H 0.697 -1.232 -2.459
H -0.557 -1.949 -1.464
H -0.997 -1.146 -2.969
H -0.887 0.277 2.460
H 0.535 -0.726 2.778
H 0.718 0.976 2.301
*
```

Values from the calculation:
- LUMO level (eV) = 0.53
- Kohn-Sham gap (Eh) = 0.33965
- energy (eV) = -9335.3737



The following is a DFT calculation (ωB97M-V with the def2-TZVPD basis set) of the molecule C4H10N2O.

Structure (ORCA input):
```
! wB97M-V def2-TZVPD RIJCOSX def2/J DEFGRID3
* xyz 0 1
C 0.669 1.714 1.399
C 0.822 0.688 0.303
C 0.752 -0.790 0.609
C -0.336 -0.143 -0.190
O -1.629 0.012 0.340
N -0.367 -0.406 -1.587
N -0.645 -1.778 -1.866
H 0.009 1.363 2.189
H 1.639 1.925 1.843
H 0.264 2.641 1.002
H 1.523 0.975 -0.469
H 1.419 -1.456 0.089
H 0.521 -1.090 1.620
H -1.574 0.082 1.297
H -1.044 0.227 -2.020
H -0.396 -1.951 -2.835
H -1.627 -2.013 -1.725
*
```

Values from the calculation:
- LUMO level (eV) = 0.96
- SMILES = C[C@H]1C[C@]1(O)NN
- Kohn-Sham gap (Eh) = 0.36549
- energy (eV) = -9336.0349



Record order is preserved below.
ΔE to the lowest compared entry with this formula, charge and spin: 1.386; 0.857; 2.002; 1.164; 2.380; 3.072; 0.964; 0.602; 6.377; 2.336; 2.274; 4.430; 3.614; 2.953 eV